Entry from the Open Molecules 2025 dataset: a 2-piece molecular cluster, C6H14BrFNO6PS overall (wB97M-V/def2-TZVPD).

Structure (XYZ):
```
31
Properties=species:S:1:pos:R:3:lowdin_charge:R:1
O 1.388 4.031 1.833 -0.01
C 1.889 2.982 2.324 -0.71
Br 2.495 3.080 4.202 0.72
C 2.012 1.714 1.350 -0.22
N 1.016 0.613 1.587 -0.38
P 1.678 -0.710 2.584 0.90
O 0.535 -1.981 2.776 -0.28
O 2.032 -0.215 4.184 -0.34
S -0.520 1.187 2.138 0.75
O -1.515 0.055 1.942 -0.32
O -1.065 2.336 1.306 -0.29
F -0.513 1.536 3.789 -0.22
H 1.814 2.099 0.278 0.15
H 3.064 1.248 1.333 0.13
H 0.585 -2.208 3.744 0.08
H 2.992 0.015 4.164 0.04
C -1.505 0.176 -4.000 -0.08
C -0.874 -1.201 -3.897 -0.28
O 0.020 -1.336 -2.799 -0.16
C -0.536 -1.132 -1.506 -0.28
C -1.657 -2.098 -1.167 -0.07
H -0.732 0.946 -4.077 0.08
H -2.148 0.235 -4.883 0.08
H -2.115 0.413 -3.126 0.07
H -0.286 -1.389 -4.799 0.12
H -1.639 -1.985 -3.860 0.11
H -0.860 -0.093 -1.394 0.10
H 0.280 -1.278 -0.791 0.11
H -2.508 -1.988 -1.844 0.07
H -2.015 -1.922 -0.149 0.07
H -1.309 -3.132 -1.244 0.08
```

Properties
**Strongest force on any atom**: 0.172 hartree/bohr
**Energy above the lowest of the compared OMol25 structures with the same formula, charge and spin**: 3.383 eV
**Total charge**: 0
**Gap between HOMO and LUMO**: 8.53 eV
**Energy**: -113105.207 eV
**Multiplicity**: 1

Entry from the Open Molecules 2025 dataset: a 2-piece molecular cluster, C6H14BrPS overall (wB97M-V/def2-TZVPD).

Structure (XYZ):
```
23
Properties=species:S:1:pos:R:3:lowdin_charge:R:1
C 1.848 -1.700 2.287 -0.20
C -2.016 1.234 0.066 -0.17
C 0.081 2.401 0.977 -0.11
C 0.123 0.957 -1.194 -0.08
C 1.509 -0.932 1.055 -0.48
C -0.496 1.265 0.254 -0.79
P -0.240 -0.398 1.070 0.53
S -1.443 -1.088 2.436 0.21
Br 4.337 -1.471 -1.438 0.03
H 2.998 -1.903 2.418 0.11
H 1.595 -1.143 3.156 0.04
H 1.405 -2.737 2.207 0.09
H -2.282 0.159 -0.455 0.11
H -2.572 1.277 1.012 0.05
H -2.203 1.983 -0.748 0.09
H -0.277 3.306 0.473 0.09
H 1.204 2.300 1.016 0.10
H -0.381 2.436 1.987 0.09
H 0.211 1.941 -1.645 0.08
H 1.078 0.376 -0.886 0.06
H -0.624 0.257 -1.610 0.07
H 1.736 -1.470 0.128 0.04
H 2.049 -0.102 1.077 0.01
```

Properties
**Strongest force on any atom**: 0.091 hartree/bohr
**Energy above the lowest of the compared OMol25 structures with the same formula, charge and spin**: 3.293 eV
**Total charge**: 0
**Gap between HOMO and LUMO (alpha / beta)**: 8.36 / 3.06 eV
**Energy**: -96612.564 eV
**Multiplicity**: 1

Entry from the Open Molecules 2025 dataset: C6H14Cl as an isolated structure (wB97M-V/def2-TZVPD).

Structure (XYZ):
```
21
Properties=species:S:1:pos:R:3:mulliken_spin:R:1
Cl 1.175 -0.401 2.651 0.53
H 0.659 -0.110 1.203 -0.05
C 0.079 0.005 0.110 0.44
C -0.110 -1.392 -0.389 0.02
C -1.216 0.732 0.309 0.01
C -2.305 0.067 1.134 0.00
C 0.913 0.848 -0.920 0.00
C 2.290 0.283 -1.104 0.00
H -0.474 -1.526 -1.408 0.01
H 0.793 -2.023 -0.335 0.00
H -0.806 -1.933 0.256 0.00
H -0.929 1.619 0.895 0.01
H -1.647 1.022 -0.675 0.01
H -3.159 0.724 1.162 0.00
H -2.633 -0.845 0.670 0.00
H -2.103 -0.196 2.164 0.00
H 0.412 1.032 -1.895 0.01
H 1.066 1.824 -0.475 0.00
H 3.017 0.869 -1.682 0.00
H 2.726 0.083 -0.091 0.00
H 2.252 -0.682 -1.580 0.00
```

Properties
**Strongest force on any atom**: 0.068 hartree/bohr
**Energy above the lowest of the compared OMol25 structures with the same formula, charge and spin**: 0.345 eV
**Total charge**: 0
**Gap between HOMO and LUMO (alpha / beta)**: 10.67 / 8.37 eV
**Energy**: -18969.728 eV
**Multiplicity**: 2

Entry from the Open Molecules 2025 dataset: a 2-piece molecular cluster, C6H14ClFSi overall (wB97M-V/def2-TZVPD).

Structure (XYZ):
```
23
Properties=species:S:1:pos:R:3:lowdin_charge:R:1
C 1.010 -1.515 0.371 -0.14
C 0.775 0.199 2.150 -0.17
C -1.287 -0.793 1.117 -0.07
C 0.186 -0.927 -3.431 0.03
C -1.111 2.498 -0.406 -0.32
C 0.267 -0.323 0.875 -0.72
F -2.338 2.048 -0.023 -0.10
Si 0.182 1.045 -0.512 0.49
Cl 2.091 1.810 -0.719 0.27
H 0.354 -2.017 -0.373 0.06
H 1.873 -1.124 -0.178 0.05
H 1.377 -2.264 1.169 0.12
H 1.888 0.636 2.246 0.12
H 0.819 -0.485 3.006 0.08
H 0.142 0.983 2.589 0.08
H -2.078 -0.081 1.307 0.06
H -1.506 -1.519 0.389 0.04
H -1.161 -1.409 2.026 0.08
H -0.748 -0.406 -3.722 -0.02
H 1.085 -0.654 -4.001 -0.02
H 0.242 -1.867 -2.787 0.00
H -1.253 2.912 -1.337 0.04
H -0.813 3.253 0.243 0.05
```

Properties
**Strongest force on any atom**: 0.089 hartree/bohr
**Energy above the lowest of the compared OMol25 structures with the same formula, charge and spin**: 5.765 eV
**Total charge**: 0
**Gap between HOMO and LUMO (alpha / beta)**: 8.36 / 7.58 eV
**Energy**: -29563.539 eV
**Multiplicity**: 1

Entry from the Open Molecules 2025 dataset: C6H14GdO4 as an isolated structure (wB97M-V/def2-TZVPD).

Structure (XYZ):
```
25
Properties=species:S:1:pos:R:3:mulliken_spin:R:1
C -1.836 2.332 -1.511 0.85
H -2.302 3.009 -0.772 0.03
H -1.219 3.094 -2.017 0.00
H -2.313 1.963 -2.438 0.03
O -2.933 0.593 -0.631 0.02
C -2.758 0.430 0.744 0.02
H -2.357 1.312 1.265 -0.01
H -3.824 1.085 -0.071 0.00
H -3.473 0.045 1.481 0.01
C 2.975 -0.134 -0.937 0.06
O 2.005 0.773 -1.322 0.07
C 2.348 -1.466 -0.536 -0.01
O 1.271 -1.139 0.337 -0.10
C 0.362 -2.176 0.660 0.00
C -0.778 -1.524 1.417 -0.05
O -1.144 -0.349 0.739 -0.09
Gd 0.241 0.805 -0.552 6.13
H 3.566 0.237 -0.071 0.00
H 3.709 -0.345 -1.741 0.01
H 3.058 -2.135 -0.026 0.01
H 1.939 -1.984 -1.422 0.00
H 0.855 -2.946 1.274 0.01
H -0.007 -2.643 -0.269 0.02
H -0.440 -1.241 2.430 0.00
H -1.622 -2.229 1.485 0.01
```

Properties
**Strongest force on any atom**: 0.146 hartree/bohr
**Energy above the lowest of the compared OMol25 structures with the same formula, charge and spin**: 0.000 eV
**Total charge**: +1
**Gap between HOMO and LUMO (alpha / beta)**: 5.93 / 7.15 eV
**Energy**: -35457.243 eV
**Multiplicity**: 8

Which of these has the lowest energy above the lowest of the compared OMol25 structures with the same formula, charge and spin?
C6H14GdO4

total charge of number 4 (C6H14ClFSi)?
0

What did the fourth record say?
Entry from the Open Molecules 2025 dataset: a 2-piece molecular cluster, C6H14ClFSi overall (wB97M-V/def2-TZVPD).

Structure (XYZ):
```
23
Properties=species:S:1:pos:R:3:lowdin_charge:R:1
C 1.010 -1.515 0.371 -0.14
C 0.775 0.199 2.150 -0.17
C -1.287 -0.793 1.117 -0.07
C 0.186 -0.927 -3.431 0.03
C -1.111 2.498 -0.406 -0.32
C 0.267 -0.323 0.875 -0.72
F -2.338 2.048 -0.023 -0.10
Si 0.182 1.045 -0.512 0.49
Cl 2.091 1.810 -0.719 0.27
H 0.354 -2.017 -0.373 0.06
H 1.873 -1.124 -0.178 0.05
H 1.377 -2.264 1.169 0.12
H 1.888 0.636 2.246 0.12
H 0.819 -0.485 3.006 0.08
H 0.142 0.983 2.589 0.08
H -2.078 -0.081 1.307 0.06
H -1.506 -1.519 0.389 0.04
H -1.161 -1.409 2.026 0.08
H -0.748 -0.406 -3.722 -0.02
H 1.085 -0.654 -4.001 -0.02
H 0.242 -1.867 -2.787 0.00
H -1.253 2.912 -1.337 0.04
H -0.813 3.253 0.243 0.05
```

Properties
**Strongest force on any atom**: 0.089 hartree/bohr
**Energy above the lowest of the compared OMol25 structures with the same formula, charge and spin**: 5.765 eV
**Total charge**: 0
**Gap between HOMO and LUMO (alpha / beta)**: 8.36 / 7.58 eV
**Energy**: -29563.539 eV
**Multiplicity**: 1